The following is a DFT calculation (ωB97M-V/def2-TZVPD) of a 15-piece molecular cluster, C58H158N12O17 overall in a non-equilibrium geometry.

Calculated values
Kohn-Sham gap   8.97 eV
E   -4240.48960 a.u.
Total charge   0

Last columns: bonded neighbours and bond lengths (Å).
CARTESIAN COORDINATES (ANGSTROEM)
1 C 4.372 -9.185 -10.157  C2 1.521, H4 1.091, H5 1.090, H6 1.095
2 C 5.386 -8.775 -9.100  C1 1.521, O3 1.429, H7 1.105, H8 1.098
3 O 5.007 -7.501 -8.577  C2 1.429, H9 1.004
4 H 3.350 -9.016 -9.811  C1 1.091
5 H 4.583 -10.212 -10.457  C1 1.090
6 H 4.438 -8.499 -11.008  C1 1.095
7 H 6.381 -8.711 -9.577  C2 1.105
8 H 5.470 -9.477 -8.259  C2 1.098
9 H 5.425 -7.348 -7.677  O3 1.004
10 C 7.114 -9.156 -1.610  C11 1.504, H13 1.101, H14 1.092, H15 1.091
11 C 8.072 -10.278 -1.905  C10 1.504, O12 1.434, H16 1.104, H17 1.097
12 O 7.448 -11.522 -1.564  C11 1.434, H18 0.994
13 H 6.895 -9.221 -0.533  C10 1.101
14 H 6.145 -9.284 -2.096  C10 1.092
15 H 7.514 -8.155 -1.775  C10 1.091
16 H 8.964 -10.184 -1.260  C11 1.104
17 H 8.426 -10.349 -2.941  C11 1.097
18 H 8.128 -12.186 -1.856  O12 0.994
19 C 10.668 -4.664 -3.957  C20 1.531, H22 1.087, H23 1.097, H24 1.086
20 C 10.040 -5.378 -2.757  C19 1.531, O21 1.417, H25 1.091, H26 1.100
21 O 10.137 -4.562 -1.602  C20 1.417, H27 0.961
22 H 10.624 -5.331 -4.814  C19 1.087
23 H 11.727 -4.496 -3.729  C19 1.097
24 H 10.186 -3.701 -4.099  C19 1.086
25 H 10.553 -6.333 -2.638  C20 1.091
26 H 8.970 -5.498 -2.981  C20 1.100
27 H 10.346 -5.115 -0.844  O21 0.961
28 C 9.762 -8.695 -4.841  O29 1.396, H37 1.110, H38 1.083, H39 1.095
29 O 9.210 -8.854 -6.113  C28 1.396, C30 1.444
30 C 8.933 -7.644 -6.851  O29 1.444, C31 1.544, H40 1.095, H41 1.101
31 C 7.702 -6.813 -6.427  C30 1.544, N32 1.465, H42 1.087, H43 1.115
32 N 6.531 -7.665 -6.206  C31 1.465, C33 1.464, H44 1.022
33 C 5.652 -7.203 -5.131  N32 1.464, C34 1.508, H45 1.091, H46 1.113
34 C 4.676 -8.273 -4.709  C33 1.508, O35 1.413, H47 1.113, H48 1.102
35 O 5.360 -9.505 -4.617  C34 1.413, C36 1.402
36 C 4.500 -10.594 -4.415  O35 1.402, H49 1.103, H50 1.108, H51 1.088
37 H 10.787 -8.275 -4.916  C28 1.110
38 H 9.904 -9.679 -4.412  C28 1.083
39 H 9.184 -8.009 -4.214  C28 1.095
40 H 8.829 -7.983 -7.887  C30 1.095
41 H 9.843 -7.038 -6.724  C30 1.101
42 H 7.560 -5.991 -7.124  C31 1.087
43 H 8.034 -6.360 -5.464  C31 1.115
44 H 6.810 -8.603 -5.909  N32 1.022
45 H 5.137 -6.269 -5.357  C33 1.091
46 H 6.258 -7.013 -4.216  C33 1.113
47 H 3.851 -8.316 -5.455  C34 1.113
48 H 4.205 -7.980 -3.757  C34 1.102
49 H 3.993 -10.914 -5.341  C36 1.103
50 H 3.684 -10.348 -3.707  C36 1.108
51 H 4.970 -11.462 -3.955  C36 1.088
52 C 5.541 -3.122 0.461  O53 1.377, H61 1.102, H62 1.107, H63 1.081
53 O 4.298 -3.713 0.520  C52 1.377, C54 1.379
54 C 4.046 -4.471 -0.604  O53 1.379, C55 1.518, H64 1.090, H65 1.101
55 C 2.726 -5.189 -0.387  C54 1.518, N56 1.433, H66 1.106, H67 1.098
56 N 2.394 -5.976 -1.538  C55 1.433, C57 1.460, H68 1.023
57 C 1.003 -6.418 -1.506  N56 1.460, C58 1.492, H69 1.112, H70 1.087
58 C 0.648 -7.259 -2.686  C57 1.492, O59 1.413, H71 1.103, H72 1.100
59 O 0.499 -6.447 -3.833  C58 1.413, C60 1.422
60 C -0.122 -7.123 -4.919  O59 1.422, H73 1.093, H74 1.087, H75 1.103
61 H 5.694 -2.544 -0.464  C52 1.102
62 H 6.319 -3.907 0.405  C52 1.107
63 H 5.737 -2.494 1.319  C52 1.081
64 H 4.801 -5.229 -0.815  C54 1.090
65 H 3.907 -3.840 -1.496  C54 1.101
66 H 2.001 -4.415 -0.075  C55 1.106
67 H 2.877 -5.846 0.480  C55 1.098
68 H 2.535 -5.458 -2.409  N56 1.023
69 H 0.327 -5.543 -1.628  C57 1.112
70 H 0.763 -6.930 -0.578  C57 1.087
71 H -0.325 -7.737 -2.488  C58 1.103
72 H 1.401 -8.041 -2.868  C58 1.100
73 H 0.398 -8.066 -5.110  C60 1.093
74 H -0.137 -6.452 -5.773  C60 1.087
75 H -1.186 -7.277 -4.670  C60 1.103
76 C 4.482 -3.842 -7.365  C77 1.530, H82 1.095, H83 1.103, H84 1.083
77 C 3.211 -4.287 -8.091  C76 1.530, C78 1.516, N81 1.483, H85 1.103
78 C 3.397 -4.378 -9.593  C77 1.516, O79 1.376, H86 1.106, H87 1.104
79 O 3.762 -3.145 -10.084  C78 1.376, C80 1.395
80 C 4.000 -3.155 -11.459  O79 1.395, H88 1.098, H89 1.100, H90 1.090
81 N 2.727 -5.560 -7.504  C77 1.483, H91 1.023, H92 1.025
82 H 4.764 -2.833 -7.685  C76 1.095
83 H 5.328 -4.454 -7.721  C76 1.103
84 H 4.396 -3.902 -6.287  C76 1.083
85 H 2.419 -3.529 -7.972  C77 1.103
86 H 2.423 -4.664 -10.033  C78 1.106
87 H 4.119 -5.159 -9.886  C78 1.104
88 H 3.248 -3.722 -12.022  C80 1.098
89 H 5.000 -3.547 -11.694  C80 1.100
90 H 3.972 -2.123 -11.808  C80 1.090
91 H 2.019 -5.958 -8.126  N81 1.023
92 H 3.543 -6.174 -7.583  N81 1.025
93 C 12.683 -5.453 -7.337  C94 1.524, H99 1.098, H100 1.104, H101 1.086
94 C 11.625 -5.260 -8.418  C93 1.524, C95 1.502, N98 1.504, H102 1.099
95 C 10.665 -4.130 -8.178  C94 1.502, O96 1.446, H103 1.100, H104 1.101
96 O 9.835 -4.557 -7.074  C95 1.446, C97 1.429
97 C 8.978 -3.480 -6.693  O96 1.429, H105 1.106, H106 1.093, H107 1.086
98 N 12.199 -5.157 -9.804  C94 1.504, H108 1.021, H109 1.014
99 H 12.290 -6.004 -6.473  C93 1.098
100 H 12.972 -4.493 -6.875  C93 1.104
101 H 13.608 -5.909 -7.677  C93 1.086
102 H 10.994 -6.158 -8.438  C94 1.099
103 H 9.991 -3.985 -9.035  C95 1.100
104 H 11.114 -3.174 -7.867  C95 1.101
105 H 8.234 -3.357 -7.501  C97 1.106
106 H 9.486 -2.534 -6.489  C97 1.093
107 H 8.430 -3.820 -5.819  C97 1.086
108 H 12.804 -4.338 -9.873  N98 1.021
109 H 12.785 -5.956 -10.020  N98 1.014
110 C 12.193 -11.339 -6.143  C111 1.521, H116 1.093, H117 1.094, H118 1.091
111 C 13.503 -11.748 -6.800  C110 1.521, C112 1.490, N115 1.502, H119 1.104
112 C 14.326 -12.587 -5.886  C111 1.490, O113 1.408, H120 1.104, H121 1.101
113 O 14.515 -11.924 -4.658  C112 1.408, C114 1.425
114 C 15.539 -12.514 -3.862  O113 1.425, H122 1.094, H123 1.106, H124 1.091
115 N 13.255 -12.465 -8.097  C111 1.502, H125 1.023, H126 1.014
116 H 11.486 -10.876 -6.836  C110 1.093
117 H 12.415 -10.556 -5.413  C110 1.094
118 H 11.716 -12.217 -5.704  C110 1.091
119 H 14.034 -10.803 -7.014  C111 1.104
120 H 15.305 -12.760 -6.367  C112 1.104
121 H 13.853 -13.562 -5.690  C112 1.101
122 H 16.509 -12.501 -4.368  C114 1.094
123 H 15.277 -13.547 -3.569  C114 1.106
124 H 15.570 -11.964 -2.920  C114 1.091
125 H 14.102 -12.970 -8.370  N115 1.023
126 H 13.113 -11.767 -8.819  N115 1.014
127 C 8.152 -0.613 -5.012  C128 1.517, H133 1.086, H134 1.091, H135 1.098
128 C 6.853 -1.066 -5.650  C127 1.517, C129 1.489, N132 1.477, H136 1.097
129 C 6.080 -1.897 -4.687  C128 1.489, O130 1.406, H137 1.107, H138 1.102
130 O 6.680 -3.148 -4.462  C129 1.406, C131 1.396
131 C 6.043 -3.810 -3.411  O130 1.396, H139 1.087, H140 1.103, H141 1.099
132 N 5.967 0.058 -6.016  C128 1.477, H142 1.022, H143 1.026
133 H 8.625 -1.389 -4.416  C127 1.086
134 H 7.973 0.302 -4.446  C127 1.091
135 H 8.861 -0.349 -5.808  C127 1.098
136 H 7.067 -1.642 -6.559  C128 1.097
137 H 5.081 -2.065 -5.134  C129 1.107
138 H 5.946 -1.362 -3.733  C129 1.102
139 H 6.610 -4.691 -3.122  C131 1.087
140 H 5.035 -4.124 -3.731  C131 1.103
141 H 5.943 -3.150 -2.538  C131 1.099
142 H 5.093 -0.305 -6.403  N132 1.022
143 H 6.395 0.498 -6.838  N132 1.026
144 C 10.693 -7.943 -11.945  C145 1.531, H150 1.096, H151 1.088, H152 1.094
145 C 9.781 -6.729 -12.143  C144 1.531, C146 1.505, N149 1.470, H153 1.094
146 C 8.961 -6.503 -10.902  C145 1.505, O147 1.391, H154 1.096, H155 1.105
147 O 8.047 -5.479 -11.131  C146 1.391, C148 1.391
148 C 7.124 -5.395 -10.094  O147 1.391, H156 1.099, H157 1.095, H158 1.102
149 N 10.591 -5.567 -12.535  C145 1.470, H159 1.019, H160 1.012
150 H 11.138 -7.956 -10.944  C144 1.096
151 H 11.485 -7.934 -12.690  C144 1.088
152 H 10.137 -8.876 -12.077  C144 1.094
153 H 9.170 -6.899 -13.035  C145 1.094
154 H 9.589 -6.210 -10.053  C146 1.096
155 H 8.451 -7.460 -10.687  C146 1.105
156 H 6.534 -6.314 -9.971  C148 1.099
157 H 6.379 -4.629 -10.335  C148 1.095
158 H 7.579 -5.113 -9.131  C148 1.102
159 H 11.247 -5.279 -11.811  N149 1.019
160 H 10.010 -4.772 -12.769  N149 1.012
161 C 2.270 -11.797 -7.873  C162 1.531, H167 1.091, H168 1.094, H169 1.091
162 C 1.105 -12.760 -7.629  C161 1.531, C163 1.534, N166 1.485, H170 1.106
163 C 0.227 -12.279 -6.466  C162 1.534, O164 1.400, H171 1.106, H172 1.102
164 O 1.034 -11.965 -5.366  C163 1.400, C165 1.395
165 C 0.265 -11.716 -4.229  O164 1.395, H173 1.102, H174 1.104, H175 1.088
166 N 0.267 -12.798 -8.854  C162 1.485, H176 1.026, H177 1.030
167 H 2.982 -11.838 -7.047  C161 1.091
168 H 1.907 -10.767 -7.932  C161 1.094
169 H 2.791 -12.036 -8.801  C161 1.091
170 H 1.525 -13.725 -7.288  C162 1.106
171 H -0.431 -13.134 -6.225  C163 1.106
172 H -0.391 -11.445 -6.836  C163 1.102
173 H -0.381 -12.553 -3.918  C165 1.102
174 H -0.431 -10.874 -4.389  C165 1.104
175 H 0.924 -11.436 -3.410  C165 1.088
176 H 0.870 -13.142 -9.609  N166 1.026
177 H -0.405 -13.576 -8.782  N166 1.030
178 C 12.076 -9.330 -2.301  C179 1.484, H184 1.099, H185 1.097, H186 1.088
179 C 12.583 -10.608 -1.743  C178 1.484, C180 1.506, N183 1.495, H187 1.103
180 C 11.917 -10.917 -0.428  C179 1.506, O181 1.399, H188 1.106, H189 1.103
181 O 12.022 -9.823 0.438  C180 1.399, C182 1.378
182 C 12.052 -10.189 1.766  O181 1.378, H190 1.104, H191 1.105, H192 1.085
183 N 12.329 -11.733 -2.695  C179 1.495, H193 1.030, H194 1.021
184 H 12.545 -9.117 -3.272  C178 1.099
185 H 12.417 -8.470 -1.710  C178 1.097
186 H 10.997 -9.223 -2.390  C178 1.088
187 H 13.663 -10.519 -1.539  C179 1.103
188 H 12.366 -11.789 0.083  C180 1.106
189 H 10.848 -11.160 -0.548  C180 1.103
190 H 12.834 -10.930 2.008  C182 1.104
191 H 11.091 -10.662 2.038  C182 1.105
192 H 12.216 -9.335 2.414  C182 1.085
193 H 12.991 -11.604 -3.473  N183 1.030
194 H 12.550 -12.625 -2.248  N183 1.021
195 C 7.805 -14.679 -3.199  C196 1.501, H201 1.096, H202 1.086, H203 1.095
196 C 9.002 -13.875 -3.618  C195 1.501, C197 1.487, N200 1.495, H204 1.102
197 C 8.702 -12.805 -4.606  C196 1.487, O198 1.416, H205 1.106, H206 1.102
198 O 8.640 -13.384 -5.896  C197 1.416, C199 1.374
199 C 8.088 -12.533 -6.823  O198 1.374, H207 1.098, H208 1.104, H209 1.090
200 N 9.598 -13.243 -2.400  C196 1.495, H210 1.027, H211 1.016
201 H 6.907 -14.051 -3.211  C195 1.096
202 H 7.909 -15.129 -2.217  C195 1.086
203 H 7.559 -15.443 -3.943  C195 1.095
204 H 9.801 -14.492 -4.061  C196 1.102
205 H 9.520 -12.061 -4.581  C197 1.106
206 H 7.767 -12.279 -4.353  C197 1.102
207 H 8.712 -11.656 -7.041  C199 1.098
208 H 7.107 -12.133 -6.511  C199 1.104
209 H 7.930 -13.087 -7.748  C199 1.090
210 H 10.489 -12.773 -2.603  N200 1.027
211 H 9.801 -13.965 -1.714  N200 1.016
212 C 0.438 -2.974 -4.922  C213 1.515, H218 1.099, H219 1.100, H220 1.088
213 C 1.833 -3.008 -4.331  C212 1.515, C214 1.510, N217 1.448, H221 1.101
214 C 1.883 -2.464 -2.924  C213 1.510, O215 1.409, H222 1.094, H223 1.108
215 O 1.388 -1.145 -2.953  C214 1.409, C216 1.419
216 C 1.652 -0.442 -1.748  O215 1.419, H224 1.093, H225 1.096, H226 1.100
217 N 2.402 -4.339 -4.375  C213 1.448, H227 1.030, H228 1.040
218 H -0.085 -2.026 -4.731  C212 1.099
219 H -0.172 -3.718 -4.387  C212 1.100
220 H 0.381 -3.135 -5.997  C212 1.088
221 H 2.428 -2.303 -4.933  C213 1.101
222 H 2.913 -2.421 -2.558  C214 1.094
223 H 1.218 -3.073 -2.281  C214 1.108
224 H 1.181 0.539 -1.850  C216 1.093
225 H 2.726 -0.292 -1.590  C216 1.096
226 H 1.143 -0.926 -0.901  C216 1.100
227 H 2.543 -4.564 -5.370  N217 1.030
228 H 1.683 -5.051 -4.131  N217 1.040
229 C 2.878 -17.430 -0.920  C230 1.511, H235 1.084, H236 1.099, H237 1.093
230 C 3.753 -16.536 -1.768  C229 1.511, C231 1.524, N234 1.501, H238 1.097
231 C 2.974 -15.535 -2.614  C230 1.524, O232 1.411, H239 1.105, H240 1.098
232 O 3.930 -14.840 -3.385  C231 1.411, C233 1.407
233 C 3.298 -13.886 -4.203  O232 1.407, H241 1.095, H242 1.093, H243 1.088
234 N 4.744 -15.831 -0.888  C230 1.501, H244 1.022, H245 1.024
235 H 3.435 -18.077 -0.252  C229 1.084
236 H 2.323 -18.091 -1.600  C229 1.099
237 H 2.183 -16.823 -0.334  C229 1.093
238 H 4.369 -17.104 -2.477  C230 1.097
239 H 2.525 -14.791 -1.931  C231 1.105
240 H 2.226 -16.037 -3.243  C231 1.098
241 H 2.917 -13.117 -3.522  C233 1.095
242 H 2.535 -14.347 -4.834  C233 1.093
243 H 4.022 -13.443 -4.886  C233 1.088
244 H 4.287 -15.211 -0.217  N234 1.022
245 H 5.258 -15.187 -1.496  N234 1.024